Computed, not measured: a structure of composition C4H15NO3, with ωB97M-V/def2-TZVPD.

Each line ends with the natural charge from an NBO analysis.
CARTESIAN COORDINATES (ANGSTROEM)
C1 2.6947 1.2353 0.6330  -0.514
N1 3.8674 0.5006 0.8796  -0.292
C2 -3.9739 -0.5754 1.1720  0.084
C3 -3.4289 -0.0259 -1.1592  0.053
C4 -3.5979 0.2905 0.1798  -0.365
H1 2.7008 2.2457 1.0372  0.226
H2 2.5981 1.4401 -0.4471  0.295
H3 1.8139 0.6252 0.8557  0.309
H4 3.7585 -0.5162 0.6011  0.464
H5 -3.9997 -0.1829 2.1828  0.238
H6 -4.5680 -1.4581 0.9833  0.230
H7 -3.1962 0.8006 -1.8221  0.248
H8 -4.0371 -0.8473 -1.5372  0.232
H9 -3.3393 1.3024 0.3942  0.261
H10 -1.3721 0.3266 -0.3326  0.419
H11 4.3959 0.6797 1.7290  0.388
O1 -0.5320 0.5902 0.0461  -0.971
H12 1.3673 -1.0333 -2.3086  0.471
H13 0.1340 0.3146 -0.6438  0.522
O2 1.2442 -0.5055 -1.5171  -1.124
H14 2.7683 -2.5464 -0.2228  0.475
H15 1.9758 -1.0327 -0.7637  0.492
O3 2.7263 -1.6275 0.0603  -1.140

The value obtained for the orbital gap (spin up / spin down) is 3.76 / 3.65 eV. The energy above the lowest of the compared OMol25 structures with the same formula, charge and spin is 523.7 kJ/mol. Its charge is +1. As for the spin multiplicity: 2. The value obtained for the energy is -12010.4063 eV. Its lowest unoccupied orbital energy (spin up / spin down) is -7.940 / -7.940 eV. Its expectation value of S² is 0.754. For the HOMO energy (spin up / spin down), the calculation gives -11.7 / -11.6 eV.